Record 1
The following is a quantum chemistry calculation of a 2-piece molecular cluster, C9H14 overall at a distorted geometry, from the OMol25 dataset.

```
! wB97M-V def2-TZVPD RIJCOSX def2/J DEFGRID3
* xyz 0 1
C -1.8334 0.1873 -2.4508
C -0.4023 -0.8178 0.9024
C -1.0950 -0.0894 -0.0627
C 0.3159 -1.9520 0.6130
C -1.0248 -0.5339 -1.3835
C 0.4589 -2.3169 -0.7194
C -0.1863 -1.5880 -1.7122
H -0.4807 -0.4152 1.9081
H -1.7161 0.7642 0.2133
H 0.7505 -2.5933 1.3780
H 1.1048 -3.1302 -1.0124
H -1.3277 1.1153 -2.7248
H -2.8374 0.3398 -2.0759
H -0.0242 -1.8871 -2.7399
H -1.9355 -0.4436 -3.3239
C 0.8816 2.7910 1.8508
C 2.3491 2.6380 2.2628
H 0.6305 3.8251 1.5584
H 0.6643 2.2264 0.9429
H 0.2060 2.6579 2.6828
H 2.4721 2.5641 3.3361
H 2.9448 3.4247 1.7943
H 2.7421 1.7087 1.8466
*
```

The value obtained for the HOMO energy is -9.08 eV. Its total energy is -9559.7710 eV. The value obtained for the gap between HOMO and LUMO is 0.372 hartree. The energy above the lowest of the compared OMol25 structures with the same formula, charge and spin comes out at 39.6 kJ/mol.


Record 2
The following is a quantum chemistry calculation of a 13-piece molecular cluster, H26O13 overall, from the OMol25 dataset.

```
! wB97M-V def2-TZVPD RIJCOSX def2/J DEFGRID3
* xyz 0 1
O -0.7637 -3.6778 -0.1247
H -0.4520 -2.8220 -0.4192
H -1.7161 -3.6269 -0.2049
O 3.8832 -4.3440 2.8076
H 3.2876 -4.9159 2.3233
H 3.5205 -3.4659 2.6909
O -4.3934 -0.6973 -1.9634
H -4.7973 -0.5978 -1.1013
H -4.2921 0.1983 -2.2857
O -0.4512 3.3640 -4.4172
H 0.3298 2.8442 -4.6071
H -0.2880 3.7340 -3.5496
O -4.2139 3.3678 0.6585
H -5.0276 3.5870 0.2045
H -4.4074 2.5498 1.1165
O -4.2872 -0.4560 2.6794
H -3.4342 -0.6372 3.0739
H -4.8638 -0.2827 3.4235
O -0.3962 -2.4248 4.1333
H 0.3432 -1.8500 4.3311
H -0.1886 -2.7967 3.2761
O 4.2368 4.3722 -0.2793
H 4.6832 3.8301 -0.9298
H 3.3123 4.1403 -0.3673
O 0.3467 0.2060 -0.0034
H 1.0715 0.3946 0.5926
H -0.2956 0.8930 0.1749
O -0.5699 4.9725 -0.4656
H -0.5386 5.8769 -0.1539
H -1.3933 4.6278 -0.1198
O 3.5337 -3.0703 -1.9185
H 3.6498 -3.9799 -2.1930
H 3.0477 -2.6634 -2.6357
O -0.2783 -2.0660 -4.6507
H -0.8282 -2.8460 -4.7245
H -0.7942 -1.4578 -4.1214
O 4.1020 -0.2023 3.2094
H 4.5033 0.2482 3.9525
H 4.8194 -0.3260 2.5878
*
```

The value obtained for the HOMO energy is -11.32 eV. Its total energy is -27038.9742 eV. The value obtained for the gap between HOMO and LUMO is 0.411 hartree. The energy above the lowest of the compared OMol25 structures with the same formula, charge and spin comes out at 286.8 kJ/mol.


Record 3
The following is a quantum chemistry calculation of a 2-piece molecular cluster, C5H8N2 overall at a distorted geometry, from the OMol25 dataset.

```
! wB97M-V def2-TZVPD RIJCOSX def2/J DEFGRID3
* xyz 0 1
C -0.0038 1.1833 1.6646
C 0.2871 0.0528 1.8616
C -0.1028 0.0766 -1.5571
C 0.5965 -1.3088 2.3172
C 0.0502 1.5198 -1.6744
N -0.4301 -1.0024 -1.9649
N -0.6276 -2.1467 -2.4298
H -0.5461 2.0418 1.3014
H 1.2091 -1.8016 1.4266
H 1.4139 -1.4419 3.1550
H -0.3520 -1.7677 2.5970
H 0.7524 1.8542 -0.9610
H 0.4130 1.6561 -2.7792
H -0.8525 2.1426 -1.4215
H -1.3515 -2.5756 -1.8735
*
```

The value obtained for the HOMO energy is -8.01 eV. Its total energy is -8289.2378 eV. The value obtained for the gap between HOMO and LUMO is 0.322 hartree. The energy above the lowest of the compared OMol25 structures with the same formula, charge and spin comes out at 555.6 kJ/mol.


Record 4
The following is a quantum chemistry calculation of an isolated molecule of C3H5NO2 at a distorted geometry, from the OMol25 dataset.

```
! wB97M-V def2-TZVPD RIJCOSX def2/J DEFGRID3
* xyz 0 1
C -1.8408 -0.0276 -0.4797
C -0.7275 0.0141 0.5970
O -0.6854 -1.0936 1.0449
O 0.3982 0.8362 0.6551
C 1.5664 0.1132 0.3929
N 2.6952 0.6546 0.4739
H -2.8307 -0.0009 -0.0129
H -1.6687 0.7588 -1.1864
H -1.7805 -1.0093 -1.0045
H 1.3449 -0.9101 0.0818
H 3.4103 -0.0139 0.1781
*
```

The value obtained for the HOMO energy is -10.51 eV. Its total energy is -8775.7205 eV. The value obtained for the gap between HOMO and LUMO is 0.405 hartree. The energy above the lowest of the compared OMol25 structures with the same formula, charge and spin comes out at 190.5 kJ/mol.